Density functional theory data (the ωB97M-V functional and the def2-TZVPD basis) for a structure of composition C12H48B3HgNO4 in a non-equilibrium geometry.

Last column: natural (NBO) charge in e.
Element x y z (Å)
Hg 13.781 12.979 -18.681  1.64
N 15.002 15.860 -21.067  -0.89
H 15.500 16.736 -21.147  0.44
H 14.508 15.872 -20.186  0.49
H 15.747 15.182 -21.000  0.47
H 14.253 15.685 -21.721  0.45
B 12.649 13.219 -20.807  -0.95
H 13.022 12.238 -20.554  0.01
H 13.193 14.057 -20.400  0.00
H 12.671 13.335 -21.879  0.10
H 11.620 13.354 -20.510  0.04
B 13.944 15.361 -18.242  -0.98
H 14.106 16.359 -17.866  0.09
H 13.548 14.689 -17.495  0.01
H 13.185 15.449 -19.003  0.01
H 14.902 15.012 -18.597  0.00
B 15.981 12.802 -19.786  -0.97
H 15.542 11.970 -20.314  0.02
H 15.383 13.656 -20.065  0.03
H 15.969 12.612 -18.724  0.03
H 16.987 12.879 -20.167  0.01
C 14.823 13.786 -25.439  -0.65
C 15.746 12.786 -24.868  0.08
C 15.634 12.513 -23.339  -0.61
O 15.435 11.483 -25.470  -0.72
H 14.500 14.531 -24.712  0.20
H 13.858 13.318 -25.639  0.24
H 15.314 14.371 -26.217  0.22
H 16.750 13.094 -25.162  0.17
H 14.666 12.124 -23.021  0.23
H 15.765 13.440 -22.781  0.18
H 16.345 11.867 -22.823  0.19
H 15.797 11.564 -26.355  0.47
C 20.040 14.186 -20.289  -0.63
C 19.103 15.248 -19.682  0.10
C 19.566 16.666 -19.839  -0.63
O 17.796 15.213 -20.294  -0.79
H 19.475 13.295 -20.016  0.19
H 21.014 14.185 -19.800  0.23
H 20.127 14.276 -21.372  0.22
H 19.021 15.069 -18.610  0.16
H 20.555 16.849 -19.420  0.22
H 18.845 17.366 -19.419  0.22
H 19.677 17.062 -20.849  0.21
H 17.567 14.281 -20.291  0.49
C 16.489 9.182 -21.213  -0.59
C 16.693 9.458 -19.733  0.04
C 17.191 8.302 -18.910  -0.64
O 17.641 10.546 -19.584  -0.21
H 16.501 10.149 -21.717  0.25
H 15.494 8.768 -21.380  0.27
H 17.282 8.571 -21.645  0.25
H 15.737 9.792 -19.329  0.26
H 16.537 7.433 -18.828  0.26
H 17.324 8.650 -17.886  0.24
H 18.112 7.960 -19.382  0.24
H 17.105 11.328 -19.735  0.56
C 15.690 10.716 -15.205  -0.65
C 14.319 11.316 -15.506  0.09
C 13.501 11.793 -14.292  -0.64
O 14.638 12.457 -16.285  -0.76
H 16.451 11.354 -14.755  0.23
H 16.105 10.051 -15.963  0.21
H 15.557 9.983 -14.409  0.22
H 13.719 10.719 -16.193  0.18
H 12.524 11.321 -14.189  0.24
H 13.494 12.879 -14.380  0.22
H 14.062 11.441 -13.426  0.22
H 15.044 13.092 -15.691  0.49

Values from the calculation:
2S+1   2
Total charge   +1
Expectation value of S²   0.7543
E   -1068.90642 Ha

***

Density functional theory data (the ωB97M-V functional and the def2-TZVPD basis) for a cluster of 3 separate species, C17H23O3S in total in a non-equilibrium geometry.

Last column: natural (NBO) charge in e.
Element x y z (Å)
C 2.422 -0.774 0.978  -0.62
C 2.043 0.324 -0.108  -0.23
C 3.401 0.957 -0.592  -0.61
C 1.020 1.354 0.464  -0.41
C -0.245 0.621 1.076  -0.67
S -1.147 -0.389 -0.147  2.33
O -0.525 -1.726 -0.265  -1.03
O -1.165 0.323 -1.443  -1.05
O -2.603 -0.614 0.290  -1.02
H 1.619 -1.538 1.044  0.25
H 2.634 -0.253 1.941  0.19
H 3.391 -1.211 0.621  0.20
H 1.554 -0.181 -0.974  0.24
H 3.752 0.388 -1.489  0.21
H 4.187 0.774 0.191  0.19
H 3.375 2.057 -0.754  0.20
H 1.416 1.996 1.286  0.19
H 0.603 1.988 -0.358  0.23
H 0.040 -0.036 1.935  0.22
H -0.971 1.362 1.487  0.23
C 0.096 -2.093 4.146  -0.22
C 0.360 -2.576 5.422  -0.23
C 0.557 -3.937 5.623  -0.23
C 0.498 -4.813 4.546  -0.22
C 0.237 -4.329 3.270  -0.23
C 0.031 -2.970 3.069  -0.15
H -0.061 -1.033 3.990  0.21
H 0.413 -1.891 6.261  0.20
H 0.757 -4.315 6.620  0.20
H 0.656 -5.874 4.702  0.20
H 0.192 -5.012 2.430  0.21
H -0.178 -2.593 2.072  0.25
C -2.494 3.391 -3.458  -0.20
C -2.958 4.223 -4.471  -0.23
C -2.829 3.840 -5.800  -0.24
C -2.246 2.619 -6.116  -0.23
C -1.786 1.785 -5.103  -0.20
C -1.905 2.172 -3.773  -0.21
H -2.591 3.692 -2.422  0.21
H -3.419 5.173 -4.224  0.20
H -3.185 4.492 -6.590  0.20
H -2.150 2.317 -7.153  0.20
H -1.332 0.833 -5.349  0.21
H -1.541 1.523 -2.981  0.29

Values from the calculation:
Total charge   -1
Relative energy (zero: lowest compared OMol25 entry of this formula, charge and spin)   0.0000 eV

***

Density functional theory data (the ωB97M-V functional and the def2-TZVPD basis) for a structure of composition C3H4O3Tm in a non-equilibrium geometry.

Last column: natural (NBO) charge in e.
Element x y z (Å)
H 0.222 -0.784 -1.713  0.01
H -0.122 -2.147 1.254  0.15
C 0.210 -1.523 0.412  0.11
C -0.714 -1.265 -0.648  -0.09
O -1.264 0.082 -0.486  -0.59
C -2.356 0.379 -1.124  0.40
O -2.131 1.538 -1.716  -0.69
Tm 2.117 0.968 -0.591  0.92
O 1.239 -0.720 0.574  -0.95
H -1.530 -1.977 -0.793  0.22
H -2.886 1.752 -2.275  0.50

Values from the calculation:
2S+1   4
Total charge   0
Expectation value of S²   3.7618
Relative energy (zero: lowest compared OMol25 entry of this formula, charge and spin)   5.0319 eV

***

Density functional theory data (the ωB97M-V functional and the def2-TZVPD basis) for a cluster of 15 separate species, C2H33O15 in total in a non-equilibrium geometry.

Last column: natural (NBO) charge in e.
Element x y z (Å)
C 1.187 1.103 0.921  -0.65
C -0.008 0.236 0.566  -0.08
O -0.025 -0.968 1.353  -1.02
H 2.207 0.676 0.940  0.20
H 1.077 1.546 1.896  0.20
H 1.168 1.915 0.202  0.19
H -0.023 -0.055 -0.456  0.16
H -0.901 0.776 0.726  0.16
O -2.317 0.993 -2.532  -0.98
H -2.059 1.410 -1.726  0.48
H -1.858 0.172 -2.525  0.48
O 1.364 -1.346 -2.702  -0.95
H 1.795 -2.103 -3.045  0.48
H 2.100 -0.746 -2.572  0.51
O 0.740 2.359 -2.354  -1.00
H 1.450 1.854 -1.864  0.51
H 0.595 1.816 -3.194  0.49
O 2.235 -1.440 2.755  -0.98
H 1.405 -1.195 2.328  0.50
H 2.355 -0.567 3.155  0.44
O -2.369 2.620 1.570  -0.97
H -1.885 1.966 2.112  0.50
H -1.802 2.857 0.803  0.51
O 3.899 -1.162 0.395  -1.02
H 3.910 -1.032 1.319  0.48
H 2.990 -1.470 0.254  0.50
O -3.557 0.991 0.018  -0.99
H -4.428 0.734 0.208  0.47
H -3.113 1.532 0.720  0.50
O -0.519 -3.570 1.924  -0.96
H -0.475 -3.535 2.901  0.44
H -0.385 -2.598 1.757  0.50
O 2.861 0.818 -1.638  -0.99
H 3.227 0.508 -0.810  0.53
H 3.581 1.127 -2.203  0.49
O -2.434 -1.385 0.342  -1.01
H -1.516 -1.265 0.523  0.47
H -2.671 -0.439 0.151  0.48
O -1.887 -0.071 3.112  -0.99
H -2.002 -0.912 3.495  0.46
H -1.160 -0.350 2.532  0.50
O 1.574 -2.338 -0.145  -1.01
H 0.819 -1.796 0.284  0.51
H 1.550 -2.201 -1.096  0.46
O -1.311 3.075 -0.860  -0.99
H -0.515 2.876 -1.356  0.51
H -1.686 3.851 -1.252  0.48
O -1.316 -1.572 -2.540  -0.98
H -0.361 -1.464 -2.541  0.48
H -1.504 -2.230 -1.850  0.50

Values from the calculation:
Total charge   -1
Relative energy (zero: lowest compared OMol25 entry of this formula, charge and spin)   0.5842 eV

***

Density functional theory data (the ωB97M-V functional and the def2-TZVPD basis) for a structure of composition C36H57BBeN2S3.

Last column: Löwdin charge in e.
Element x y z (Å)
Be -1.252 0.617 -0.769  0.01
C -0.267 3.106 2.369  -0.53
C -1.756 2.833 2.319  -0.47
S -2.372 1.890 0.897  0.97
C -2.979 3.171 -0.232  -0.46
C -2.013 3.669 -1.314  -0.45
S -0.821 2.439 -1.941  0.97
C 0.779 3.154 -1.494  -0.48
C 1.188 3.034 -0.038  -0.53
S 0.369 4.211 1.085  0.91
H 0.279 2.168 2.319  0.04
H -0.026 3.559 3.333  0.08
H -2.335 3.756 2.363  0.08
H -2.025 2.229 3.188  0.06
H -3.308 4.015 0.375  0.08
H -3.864 2.736 -0.689  0.06
H -1.421 4.498 -0.938  0.04
H -2.590 4.019 -2.170  0.08
H 0.807 4.185 -1.850  0.09
H 1.478 2.579 -2.107  0.06
H 2.263 3.197 0.035  0.05
H 0.972 2.023 0.312  0.04
C -5.296 -0.291 -1.617  -0.09
C -3.942 -0.580 -0.970  -0.51
C -3.633 -2.071 -1.084  -0.09
C -2.813 0.253 -1.600  -0.27
H -6.094 -0.897 -1.180  0.07
H -5.257 -0.505 -2.689  0.08
H -5.572 0.761 -1.501  0.07
H -4.038 -0.330 0.093  0.08
H -3.644 -2.372 -2.136  0.08
H -4.369 -2.682 -0.554  0.08
H -2.643 -2.310 -0.691  0.05
H -3.260 1.198 -1.945  0.03
H -2.563 -0.241 -2.545  0.03
C 3.376 -0.948 3.395  -0.05
C 2.467 0.039 2.656  -0.36
C 3.024 1.456 2.810  -0.04
C 1.032 -0.099 3.140  -0.14
C 0.710 0.350 4.418  -0.04
C -0.577 0.237 4.911  -0.07
C -1.560 -0.355 4.133  -0.04
C -1.278 -0.841 2.860  -0.13
C -2.323 -1.586 2.055  -0.37
C -2.028 -3.090 2.063  -0.04
C -3.752 -1.341 2.528  -0.08
C 0.024 -0.688 2.357  -0.12
N 0.364 -1.179 1.059  0.02
B 0.228 -0.518 -0.247  -0.34
N 1.240 -1.245 -1.030  0.02
C 1.795 -2.266 -0.258  -0.10
C 1.278 -2.231 0.976  -0.09
C 1.876 -0.978 -2.288  -0.10
C 1.468 -1.614 -3.469  -0.12
C 2.198 -1.375 -4.636  -0.05
C 3.293 -0.538 -4.655  -0.07
C 3.693 0.078 -3.483  -0.04
C 3.012 -0.137 -2.291  -0.12
C 3.556 0.490 -1.018  -0.36
C 4.228 1.847 -1.249  -0.08
C 4.573 -0.433 -0.334  -0.04
C 0.225 -2.470 -3.669  -0.35
C -0.274 -3.324 -2.507  -0.06
C -0.875 -1.537 -4.176  -0.05
H 4.398 -0.884 3.017  0.08
H 3.033 -1.976 3.276  0.07
H 3.395 -0.722 4.463  0.08
H 2.490 -0.215 1.597  0.10
H 3.092 1.753 3.859  0.08
H 2.423 2.203 2.290  0.05
H 4.035 1.498 2.398  0.08
H 1.480 0.801 5.033  0.11
H -0.814 0.597 5.904  0.10
H -2.560 -0.456 4.533  0.10
H -2.240 -1.235 1.025  0.08
H -2.056 -3.475 3.086  0.09
H -1.051 -3.311 1.637  0.07
H -2.780 -3.624 1.479  0.08
H -3.926 -1.773 3.517  0.08
H -4.451 -1.819 1.840  0.08
H -3.992 -0.277 2.567  0.07
H 2.510 -2.959 -0.672  0.13
H 1.482 -2.876 1.816  0.13
H 1.879 -1.864 -5.549  0.11
H 3.839 -0.371 -5.575  0.10
H 4.562 0.722 -3.495  0.10
H 2.713 0.631 -0.339  0.10
H 5.190 1.731 -1.751  0.08
H 4.427 2.328 -0.289  0.08
H 3.622 2.522 -1.855  0.07
H 5.410 -0.631 -1.008  0.09
H 4.131 -1.384 -0.045  0.06
H 4.971 0.043 0.566  0.07
H 0.483 -3.165 -4.474  0.13
H -0.692 -2.723 -1.702  0.06
H 0.520 -3.945 -2.090  0.08
H -1.061 -3.986 -2.873  0.08
H -0.998 -0.730 -3.451  0.05
H -1.825 -2.064 -4.286  0.08
H -0.609 -1.090 -5.135  0.08

Values from the calculation:
Total charge   0
Relative energy (zero: lowest compared OMol25 entry of this formula, charge and spin)   0.0000 eV

***

Density functional theory data (the ωB97M-V functional and the def2-TZVPD basis) for a structure of composition C25H36B4Cl42O9 in a non-equilibrium geometry.

Last column: Löwdin charge in e.
Element x y z (Å)
C -1.363 4.778 -5.494  -0.07
C -1.561 3.990 -4.144  -0.25
O -2.536 4.737 -3.382  -0.03
C -2.832 4.125 -2.184  -0.49
O -3.747 4.565 -1.618  0.15
C -2.002 2.924 -1.643  -0.09
C -2.433 2.519 -0.201  -0.17
C -1.285 1.888 0.661  -0.07
B -0.429 0.769 -0.066  -0.51
O 0.834 0.443 0.518  0.23
B 0.658 -0.930 0.882  -0.49
C 0.573 -1.283 2.428  -0.04
C 0.301 -2.806 2.744  -0.13
C -0.831 -2.864 3.830  -0.18
O -0.647 -3.968 4.760  -0.02
C -1.281 -3.574 5.925  -0.55
C -2.771 -3.171 5.980  0.01
O -0.680 -3.531 6.919  0.15
O 0.530 -1.829 -0.189  0.23
B -0.359 -1.305 -1.169  -0.43
B -0.874 -2.425 -2.330  -0.51
O -0.523 -2.362 -3.695  0.05
O -1.659 -3.504 -1.911  0.12
O -0.807 0.030 -1.204  0.25
H -0.305 4.613 -5.803  0.08
H -2.058 4.341 -6.234  0.07
H -1.559 5.863 -5.367  0.07
H -1.932 2.972 -4.366  0.12
H -0.608 4.017 -3.584  0.09
H -0.907 3.114 -1.693  0.13
H -2.180 2.059 -2.327  0.13
H -3.329 1.868 -0.165  0.13
H -2.738 3.459 0.317  0.12
H -0.619 2.655 1.113  0.02
H -1.786 1.382 1.529  0.13
H -0.318 -0.723 2.821  0.11
H 1.433 -0.880 3.013  0.13
H 0.029 -3.400 1.849  0.10
H 1.229 -3.233 3.180  0.12
H -1.847 -2.956 3.372  0.13
H -0.868 -1.929 4.441  0.12
H -3.087 -2.469 5.184  0.07
H -3.015 -2.685 6.946  0.09
H -3.416 -4.073 5.877  0.10
H -0.602 -1.453 -3.990  0.08
H -1.938 -4.008 -2.679  0.02
C 0.169 4.040 4.182  -1.48
Cl -1.138 4.931 4.962  0.48
Cl -0.004 2.295 4.453  0.52
Cl 0.212 4.390 2.452  0.57
H 1.107 4.359 4.620  0.01
C -4.107 7.134 6.875  -1.52
Cl -2.647 7.271 7.856  0.52
Cl -3.694 6.691 5.216  0.51
Cl -5.218 5.951 7.579  0.54
H -4.601 8.098 6.859  0.01
C 1.041 -5.189 -4.650  -1.47
Cl 2.784 -5.376 -4.972  0.52
Cl 0.094 -5.240 -6.137  0.51
Cl 0.496 -6.451 -3.537  0.52
H 0.884 -4.223 -4.180  -0.01
C -4.774 2.383 5.842  -1.54
Cl -3.028 2.238 5.620  0.48
Cl -5.607 2.279 4.287  0.52
Cl -5.368 1.140 6.951  0.52
H -4.982 3.353 6.275  -0.04
C 3.334 0.202 -2.675  -1.48
Cl 4.865 -0.666 -2.531  0.55
Cl 3.374 1.320 -4.041  0.51
Cl 1.993 -0.937 -2.851  0.71
H 3.181 0.776 -1.768  0.01
C 3.015 -3.841 -9.387  -1.52
Cl 4.639 -3.178 -9.611  0.52
Cl 2.862 -4.611 -7.803  0.48
Cl 1.795 -2.577 -9.582  0.52
H 2.850 -4.594 -10.148  0.01
C 4.360 5.017 1.026  -1.52
Cl 3.859 5.686 2.583  0.52
Cl 3.187 3.825 0.451  0.51
Cl 4.583 6.309 -0.157  0.52
H 5.310 4.513 1.162  0.02
C 3.597 -8.438 -7.001  -1.57
Cl 5.335 -8.669 -7.222  0.52
Cl 2.756 -8.518 -8.553  0.51
Cl 2.948 -9.638 -5.879  0.52
H 3.435 -7.454 -6.578  -0.07
C -0.247 4.811 10.140  -1.54
Cl -1.826 5.397 10.668  0.51
Cl -0.344 4.163 8.498  0.50
Cl 0.958 6.101 10.229  0.52
H 0.060 4.012 10.804  0.01
C -3.712 -3.568 -6.112  -1.51
Cl -3.383 -4.593 -4.709  0.58
Cl -3.199 -1.904 -5.806  0.55
Cl -2.916 -4.211 -7.551  0.52
H -4.781 -3.567 -6.287  0.01
C 1.459 -6.784 0.537  -1.53
Cl 0.561 -7.198 2.003  0.53
Cl 0.504 -5.723 -0.503  0.53
Cl 3.004 -6.027 0.948  0.52
H 1.663 -7.699 -0.005  0.01
C 2.050 7.168 -2.707  -1.54
Cl 2.499 8.410 -3.881  0.53
Cl 0.340 6.756 -2.864  0.57
Cl 3.067 5.735 -2.899  0.48
H 2.212 7.566 -1.712  0.00
C 4.838 1.517 -7.705  -1.54
Cl 3.553 2.440 -6.921  0.49
Cl 4.613 -0.208 -7.403  0.51
Cl 4.874 1.849 -9.439  0.53
H 5.787 1.819 -7.280  0.02
C 0.351 -5.271 10.139  -1.55
Cl 0.528 -3.787 11.084  0.51
Cl 1.654 -6.405 10.516  0.51
Cl -1.225 -6.014 10.440  0.51
H 0.414 -5.015 9.087  0.00

Values from the calculation:
Total charge   0
E   -21079.10006 Ha

***

Q: What is the total charge in the third record?
A: 0